[1]
This record from the Open Molecules 2025 dataset describes a 2-piece molecular cluster, C3H11NO2 overall. The level of theory is wB97M-V/def2-TZVPD.

**Net charge**: +1
**2S+1**: 2
**Relative energy (zero: lowest compared OMol25 entry of this formula, charge and spin)**: 230.74 kJ/mol
**Orbital gap (spin up / spin down)**: 0.42935 / 0.24020 Eh
**LUMO level (spin up / spin down)**: -3.39 / -8.51 eV

CARTESIAN COORDINATES (ANGSTROEM)
C -0.7988 0.7819 -1.4757
O -0.3250 1.7654 -0.5010
C -2.1115 0.1566 -0.8655
H 0.0479 0.0080 -1.6088
H -0.7762 1.1760 -2.5400
H 0.5611 2.2417 -0.6965
H -1.8826 -0.4480 0.0157
H -2.5522 -0.6095 -1.4594
H -2.7962 0.9354 -0.5282
N 1.0576 0.3671 1.2369
C 1.6498 -0.9020 1.0906
O 0.8072 -2.0467 1.0165
H 0.4757 1.0062 0.5224
H 0.9496 0.6553 2.2248
H 2.1118 -1.1335 2.0692
H 2.3298 -1.0291 0.2913
H 1.2519 -2.9248 1.2078



[2]
This record from the Open Molecules 2025 dataset describes an isolated ion of composition C3H11NO2P and charge -1. The level of theory is wB97M-V/def2-TZVPD.

**Net charge**: -1
**2S+1**: 1
**Relative energy (zero: lowest compared OMol25 entry of this formula, charge and spin)**: 0.00 kJ/mol
**Orbital gap**: 0.26314 Eh
**LUMO level**: 3.87 eV

CARTESIAN COORDINATES (ANGSTROEM)
C 2.3197 -0.7544 -0.2907
C 1.9178 0.3617 0.6252
O 2.2079 0.3210 1.7480
O 1.3057 1.4280 0.1234
C 0.1155 1.1814 -0.6921
P -1.3437 0.1932 0.0922
N -2.7649 -0.7179 0.7584
H 1.5003 -1.1516 -0.8598
H 2.6938 -1.5402 0.3316
H 3.1120 -0.4501 -0.9667
H 0.3806 0.7568 -1.6595
H -0.2755 2.1614 -0.9060
H -1.8265 -0.0424 -1.3000
H -2.1453 1.4286 0.1203
H -0.8898 0.4459 1.4495
H -0.5699 -1.0591 -0.0114
H -3.2538 -1.1597 -0.0104
H -2.4840 -1.4026 1.4479



[3]
This record from the Open Molecules 2025 dataset describes a 2-piece molecular cluster, C3H11NO2S overall. The level of theory is wB97M-V/def2-TZVPD.

**2S+1**: 1
**Relative energy (zero: lowest compared OMol25 entry of this formula, charge and spin)**: 36.61 kJ/mol
**Orbital gap**: 0.36727 Eh
**LUMO level**: 0.61 eV

CARTESIAN COORDINATES (ANGSTROEM)
N -1.3882 1.2046 0.5746
C -0.4908 0.5191 -0.4103
C -1.3450 0.5317 -1.6842
O -2.4675 -0.3239 -1.4153
C 0.9033 1.0529 -0.6301
S 1.9991 1.1462 0.9266
H -1.2103 2.1917 0.3878
H -1.0797 1.1011 1.5364
H -0.3408 -0.5073 -0.0840
H -1.6196 1.5625 -1.9455
H -0.8564 0.1473 -2.5845
H -2.7801 0.0962 -0.5924
H 1.4494 0.4039 -1.3119
H 0.9626 2.0449 -1.0792
H 3.1071 1.3857 0.2474
O 1.4577 -4.0516 2.9228
H 1.5649 -3.7914 2.0112
H 2.1343 -4.7137 3.1306



[4]
This record from the Open Molecules 2025 dataset describes a 3-piece molecular cluster, C3H11NO3 overall. The level of theory is wB97M-V/def2-TZVPD.

**2S+1**: 1
**Relative energy (zero: lowest compared OMol25 entry of this formula, charge and spin)**: 203.80 kJ/mol
**Orbital gap**: 0.38078 Eh
**LUMO level**: 0.75 eV

CARTESIAN COORDINATES (ANGSTROEM)
C -1.7114 0.7743 1.3902
C -0.4206 -0.0549 1.3965
N 0.3362 0.1863 0.1403
C 1.7903 0.2721 0.1476
O 2.3629 0.4365 -0.9288
H -2.2549 0.8021 2.4304
H -2.3633 0.1385 0.6524
H -1.7089 1.8229 0.9124
H 0.2573 0.3774 2.3091
H -0.6278 -1.1488 1.6284
H -0.1159 0.1416 -0.7425
H 2.2544 0.1010 1.0671
O 0.1427 0.8177 -2.6897
H 0.9102 1.0698 -2.3327
H -0.3851 1.6708 -2.7453
O 0.2144 -2.4960 -0.5203
H 0.9179 -1.8763 -0.7873
H 0.4016 -3.0349 -1.3278



[5]
This record from the Open Molecules 2025 dataset describes a 4-piece molecular cluster, C3H11NO3 overall. The level of theory is wB97M-V/def2-TZVPD.

**2S+1**: 1
**Relative energy (zero: lowest compared OMol25 entry of this formula, charge and spin)**: 231.03 kJ/mol
**Orbital gap**: 0.37078 Eh
**LUMO level**: 0.76 eV

CARTESIAN COORDINATES (ANGSTROEM)
C 1.2443 1.4510 -1.0544
C 1.5246 1.2356 0.2180
N 0.9360 0.3532 1.1433
C -0.1194 0.6843 1.7417
H 0.3514 1.0173 -1.4993
H 1.8593 2.0326 -1.7267
H 2.3733 1.7206 0.6922
H -0.5503 0.1431 2.5861
H -0.7159 1.5494 1.4692
O 1.0075 -2.5215 0.1363
H 1.6113 -2.0413 0.7149
H 1.2801 -2.1603 -0.7241
O -2.3556 0.8752 -0.2607
H -1.9236 0.0046 -0.3345
H -2.3619 1.1956 -1.1627
O -1.3270 -1.6294 -0.9488
H -2.0938 -2.2001 -0.8188
H -0.7403 -1.7098 -0.1719



[6]
This record from the Open Molecules 2025 dataset describes a 3-piece molecular cluster, C3H11NO3 overall. The level of theory is wB97M-V/def2-TZVPD.

**2S+1**: 1
**Relative energy (zero: lowest compared OMol25 entry of this formula, charge and spin)**: 187.58 kJ/mol
**Orbital gap**: 0.38630 Eh
**LUMO level**: 0.75 eV

CARTESIAN COORDINATES (ANGSTROEM)
C 1.9204 0.7673 -1.1955
N 0.4586 0.6544 -1.5878
C -0.2881 1.8742 -1.4105
C -0.1902 -0.4766 -1.3501
O 0.3071 -1.5507 -0.8834
H 2.5585 -0.0351 -1.4826
H 1.9285 0.7356 0.0143
H 2.2042 1.7361 -1.6647
H -0.7259 2.0959 -0.4306
H -1.2584 1.6664 -1.9144
H 0.1139 2.7709 -1.9766
H -1.2866 -0.3733 -1.6608
O -2.4927 -0.2988 3.1090
H -1.5779 -0.4165 3.1722
H -2.7439 -0.8542 3.8065
O 0.6087 -0.9013 1.9821
H 1.3676 -1.5527 2.1071
H 0.1721 -1.3368 1.2191



no.,E (eV)
1,-8863.7196
2,-18161.1023
3,-19709.1467
4,-10920.8934
5,-10920.6112
6,-10921.0614